50
Properties=species:S:1:pos:R:3 method="wB97M-V/def2-TZVPD" smiles="Cc1cc(F)c(NC(=O)c2ccsc2)cc1Nc1ccc2c(c1)CCCCC2=O" e_above_lowest_kcal_mol=53.3 gap_ha=0.3071
H -2.7441 3.8099 3.5115
C 1.6365 0.5460 -2.3964
H -0.5543 -1.9572 -2.3254
H -1.8262 -0.3132 -0.8917
H -1.2380 4.9954 1.0133
C -0.1352 -0.9362 -2.1668
H 4.1572 -0.3459 -5.6060
C -0.2825 -4.1154 3.4501
C 0.8750 1.5566 -1.6195
H -2.9953 -5.4471 5.1295
H 3.3052 1.7995 -2.2022
H 4.4991 1.1257 -4.0249
H 0.7032 -3.8504 2.9316
H 1.4083 2.5081 -1.3799
C -2.0234 3.0907 1.5513
H 3.5990 0.1188 -1.9351
H -2.4066 -0.8169 4.2192
F -2.9417 1.3697 4.7333
C -2.5246 2.8960 2.8887
C -2.4327 1.6343 3.4783
N -1.8143 -0.7637 3.4036
C -0.9483 -1.7711 3.1637
C 1.8108 -1.6424 -3.4973
N -1.0426 2.2584 -0.3999
O 1.3578 -2.7694 -3.5650
H 3.2901 -2.2683 -4.9248
C -0.3416 1.2299 -1.0727
H -2.3749 4.4406 -0.1597
H -0.9630 3.1615 -0.7963
C -1.1734 -3.0868 3.6623
S -0.7191 -5.5920 4.2313
H 2.3375 -0.1546 -5.4149
C 3.4711 0.9545 -3.9739
C -2.2300 4.4780 0.8778
H -3.1350 -2.9063 4.5378
O 0.1354 -1.5948 2.5455
C 3.3196 -0.2527 -4.9183
C -2.3979 -3.6044 4.2921
H -0.7339 -0.0656 1.0971
H 3.0815 1.9317 -4.5224
C -1.4287 2.0399 0.9240
H -3.0598 4.9616 1.3280
C -1.7102 0.5958 2.8616
H 4.0738 -1.7783 -3.5695
C 1.0864 -0.6317 -2.7654
C -0.8324 -0.0666 -1.2566
C -2.2308 -4.8984 4.7267
C 3.2017 -1.5475 -4.2022
C 3.1024 0.8385 -2.5470
C -1.2110 0.8359 1.5756

55
Properties=species:S:1:pos:R:3 method="wB97M-V/def2-TZVPD" e_above_lowest_kcal_mol=12.0 charge=+2 multiplicity=2 gap_ha="0.2833 / 0.2328"
H 1.8878 -1.0111 -5.3765
C 1.3572 0.2236 -3.6853
N 2.4126 -2.6481 2.9993
C 0.9694 2.6535 -2.2688
H -3.4493 -3.3259 2.5886
C 2.9905 3.7205 3.1937
O -1.2168 1.3040 1.4309
C -1.8924 -2.4725 1.4194
H -5.7840 -1.8122 -1.0495
H -2.4916 -4.5068 1.7052
H -4.5304 -2.9331 0.7791
Fe -0.2213 -0.4593 0.3721
O -1.0666 3.4031 0.0498
C 1.4905 2.6663 -3.5516
H -0.0206 -3.2811 2.9378
C -2.4374 -3.5734 2.2707
C 1.2892 2.0771 2.7695
C 0.5922 -2.0938 -2.4453
H 3.8106 4.0774 3.8027
H 0.2826 -2.9970 -1.9322
C 2.3462 2.5362 3.5344
C -4.1162 -0.5916 -1.6130
C -4.0517 -2.1795 0.1697
N 0.2440 -2.5664 2.2799
C 1.5158 -2.1175 2.1854
S 1.9399 -0.9342 1.0467
C 1.6908 1.4883 -4.2540
N -2.1213 -0.8980 -0.3531
H 1.7389 3.6126 -4.0121
H 2.6598 1.9804 4.4078
H 2.0935 1.5173 -5.2591
H -4.6301 -0.0747 -2.4112
H 3.3740 -2.3606 2.9031
H 0.7971 3.5771 -1.7340
C -4.7525 -1.5505 -0.8531
C 1.5211 4.0230 1.3200
C 0.6523 1.4199 -1.6550
H 2.2151 -3.4261 3.6098
H 1.1623 4.6095 0.4837
H 1.1797 -3.1141 -4.2470
S -0.4415 2.2953 0.6864
C 0.8422 0.1815 -2.3867
C 1.4896 -0.9993 -4.3691
H 3.0689 5.3979 1.8533
H -1.8698 -3.7532 3.1782
H 0.7481 1.1815 3.0392
N 0.1802 1.2242 -0.4416
H -2.2523 0.4642 -1.8829
C -2.7394 -1.8265 0.3918
C 2.5787 4.4646 2.0952
C -2.7923 -0.2902 -1.3230
N -0.7087 -2.0074 1.4601
C 0.8991 2.8256 1.6628
C 1.1007 -2.1580 -3.7491
N 0.4659 -0.9627 -1.7730

Computed values of maximum force (unit: eV/A) for the preceding records, in sequence: 4.7, 1.7.